DFT (the ωB97M-V functional and the def2-TZVPD basis) results for a cluster of 16 separate species, C52H94B3N17O10P in total.

The geometry in XYZ format:
```
177
Properties=species:S:1:pos:R:3:lowdin_charge:R:1
C -5.00412 3.81401 1.10874 -0.10
C -3.72361 4.66776 1.26445 -0.22
C -2.86861 4.55242 -0.00302 -0.25
O -2.46101 3.20928 -0.17532 -0.21
C -1.07120 3.13338 -0.53951 -0.21
P -0.41575 1.42794 -1.09364 0.81
O 1.17949 2.13321 -1.68865 -0.29
C 1.68517 3.37012 -1.33719 -0.32
C 1.44729 4.51547 -2.34633 -0.21
C 1.66056 4.05657 -3.80355 -0.08
B -0.85204 1.64690 -3.00616 -0.61
O -0.43425 0.67737 -3.94219 0.09
O -1.54721 2.74841 -3.47733 -0.02
C -1.70104 2.84760 -4.88971 -0.09
C -1.95975 0.37918 -0.62921 -0.33
C -2.47644 0.45151 0.84447 -0.08
C -3.11892 0.27589 -1.64959 -0.25
C -4.08935 1.42035 -1.92801 -0.11
O 0.39012 -0.11919 -1.48376 -0.22
C 1.24716 -0.67142 -0.54107 -0.38
C 2.51194 -1.02003 -1.39209 -0.09
C 2.85510 -0.04444 -2.49027 -0.21
N 2.92465 -0.34827 -3.72065 0.11
C 0.68153 -2.06334 -0.13669 -0.01
C 1.60567 -3.07908 0.46677 -0.43
O 2.76165 -2.93630 0.78310 0.09
N 0.99003 -4.37506 0.61898 -0.16
C -0.02841 -4.40186 1.66484 -0.07
C 1.98669 -5.42009 0.79080 -0.10
C 1.37821 0.35463 0.63874 -0.15
B 1.08055 -0.14843 2.16307 -0.43
C 1.96037 -1.19597 2.96613 0.02
O 0.05365 0.41657 2.90748 0.13
B 2.79332 1.02322 0.94459 -0.58
O 3.89965 1.07547 0.11742 0.15
O 2.92723 1.65445 2.19516 0.02
C 3.76912 2.80605 2.13072 -0.05
O 0.34530 1.33630 0.47850 -0.22
H -5.81680 4.26453 1.68243 0.06
H -5.24518 3.75718 0.05142 0.03
H -4.80775 2.81381 1.49022 0.07
H -3.96427 5.72982 1.37382 0.10
H -3.14243 4.31102 2.11491 0.10
H -3.44983 4.84247 -0.88890 0.12
H -1.99799 5.20627 0.11963 0.11
H -0.91276 3.88098 -1.32157 0.07
H -0.50636 3.40287 0.36081 0.10
H 2.80381 3.27623 -1.36980 0.11
H 1.52035 3.70487 -0.30423 0.11
H 0.49813 5.03107 -2.19766 0.09
H 2.22580 5.25627 -2.12901 0.10
H 1.77624 2.97474 -3.87435 0.07
H 2.52677 4.54037 -4.25632 0.06
H 0.79501 4.32912 -4.40989 0.06
H -1.20437 0.16060 -4.20554 0.09
H -1.99629 3.87361 -5.12996 0.09
H -2.53018 2.20223 -5.19824 0.09
H -0.79449 2.62416 -5.44630 0.06
H -1.61386 -0.65176 -0.67973 0.08
H -3.56876 0.35981 0.83543 0.06
H -2.15526 1.34842 1.36250 0.05
H -2.10651 -0.39758 1.42741 0.06
H -2.81247 -0.23085 -2.57123 0.08
H -3.76190 -0.49520 -1.18535 0.09
H -3.64325 2.36490 -2.23530 0.06
H -4.67222 1.62700 -1.02887 0.05
H -4.79779 1.11919 -2.70678 0.06
H 2.37876 -1.99732 -1.86484 0.07
H 3.40625 -1.13942 -0.76984 0.11
H 3.09458 0.99270 -2.26643 0.09
H 2.68108 -1.32928 -3.86525 0.03
H -0.22152 -1.97514 0.47913 0.12
H 0.32551 -2.49998 -1.07464 0.15
H 0.31383 -4.00816 2.63039 0.08
H -0.94022 -3.87819 1.38050 0.09
H -0.30530 -5.44668 1.82889 0.08
H 1.45295 -6.37373 0.72580 0.07
H 2.51630 -5.37966 1.74750 0.08
H 2.65178 -5.38297 -0.07041 0.08
H 2.01487 -0.86069 4.00838 0.06
H 1.51587 -2.19408 2.98996 0.05
H 2.98459 -1.32322 2.61751 0.05
H 0.18254 1.36736 2.97512 0.11
H 3.73261 1.55395 -0.70136 0.07
H 3.46064 3.52852 2.89143 0.07
H 3.73254 3.32113 1.17428 0.09
H 4.78647 2.51861 2.40768 0.08
C -7.88294 5.53938 -1.51571 -0.07
C -7.49576 4.13141 -1.50217 -0.27
N -7.19800 3.02352 -1.51382 0.16
H -6.99562 6.17030 -1.51780 0.08
H -8.46279 5.73335 -2.41308 0.02
H -8.48572 5.77195 -0.63992 0.08
C 4.32508 -7.89991 3.20974 -0.06
C 2.87448 -7.99310 3.35940 -0.28
N 1.73401 -8.05800 3.46539 0.14
H 4.62348 -8.32259 2.25261 0.08
H 4.63050 -6.85590 3.25091 0.09
H 4.81322 -8.44805 4.01278 0.08
C 5.73784 -0.30594 3.24296 -0.05
C 6.44427 0.41401 4.29885 -0.26
N 6.99827 0.98229 5.12938 0.12
H 4.73940 -0.57190 3.58264 0.06
H 5.65416 0.32373 2.35727 0.08
H 6.28387 -1.21238 2.99016 0.09
C -4.64777 -3.25927 -3.04415 -0.07
C -4.30987 -2.25049 -4.04490 -0.28
N -4.02828 -1.46383 -4.83184 0.13
H -4.08920 -3.06437 -2.13044 0.08
H -5.71344 -3.22288 -2.82669 0.08
H -4.38787 -4.24925 -3.41561 0.06
C 3.02245 -0.08552 -7.36513 -0.08
C 3.19952 -1.23352 -8.25483 -0.29
N 3.33810 -2.13432 -8.95329 0.10
H 2.18535 -0.25576 -6.69027 0.08
H 3.91906 0.06549 -6.76870 0.07
H 2.83126 0.81037 -7.95318 0.06
C -0.51049 -7.10921 -1.68964 -0.06
C -1.81463 -6.79132 -2.26959 -0.27
N -2.84085 -6.54255 -2.71828 0.13
H 0.24947 -7.11397 -2.46836 0.09
H -0.24760 -6.36166 -0.94057 0.06
H -0.54839 -8.09045 -1.21988 0.08
C 5.78121 -3.31131 -3.16665 -0.06
C 4.36421 -3.61888 -3.00109 -0.26
N 3.25047 -3.86049 -2.87232 0.15
H 6.13252 -3.69862 -4.12100 0.08
H 5.92135 -2.23168 -3.14314 0.08
H 6.35263 -3.76590 -2.35980 0.08
C -1.05749 1.63096 -9.33343 -0.06
C -0.07741 2.26604 -8.45357 -0.27
N 0.69560 2.75497 -7.76100 0.15
H -2.00124 1.51230 -8.80465 0.08
H -1.21524 2.24783 -10.21582 0.08
H -0.69731 0.65114 -9.64121 0.08
C 2.91353 6.01123 5.03033 -0.07
C 2.81723 6.64615 3.71638 -0.29
N 2.74276 7.14081 2.68412 0.13
H 2.04266 6.27063 5.62872 0.08
H 2.95707 4.92996 4.91449 0.07
H 3.81283 6.35212 5.53913 0.08
C 2.29126 -2.01117 7.14362 -0.08
C 3.46278 -2.34329 6.33614 -0.28
N 4.39476 -2.60735 5.71997 0.13
H 1.69971 -2.90413 7.32511 0.06
H 2.61153 -1.60246 8.09823 0.07
H 1.67956 -1.27425 6.62477 0.08
C -1.11453 -8.21155 5.75278 -0.08
C -1.63886 -7.32923 6.79472 -0.29
N -2.05468 -6.64325 7.61513 0.12
H -0.81007 -9.15856 6.19373 0.08
H -1.88423 -8.39725 5.00661 0.08
H -0.25480 -7.75298 5.26754 0.05
C 8.98876 -0.67288 7.11450 -0.08
C 9.51553 -2.03338 7.00712 -0.29
N 9.93059 -3.10046 6.92458 0.11
H 9.81201 0.03703 7.16259 0.08
H 8.36896 -0.43804 6.25218 0.02
H 8.38688 -0.58284 8.01642 0.08
C -8.97525 3.45167 -5.02455 -0.05
C -8.89789 4.90355 -4.87924 -0.28
N -8.82061 6.04271 -4.75455 0.13
H -8.18729 2.98400 -4.43534 0.08
H -9.94186 3.10068 -4.66838 0.08
H -8.85353 3.18065 -6.07134 0.08
C 4.42142 -4.04537 10.41276 -0.06
C 3.01325 -3.90909 10.04296 -0.27
N 1.91288 -3.79846 9.73705 0.14
H 5.04470 -3.94992 9.52527 0.08
H 4.69166 -3.26892 11.12543 0.08
H 4.58998 -5.02042 10.86489 0.08
C -12.26714 7.13595 -3.62156 -0.07
C -11.91058 5.98297 -2.79811 -0.29
N -11.61264 5.07521 -2.16248 0.13
H -11.39929 7.44664 -4.20154 0.07
H -13.07594 6.86901 -4.29874 0.08
H -12.58925 7.95781 -2.98535 0.08
```

Properties
2S+1   1
Total charge   -1
F_max   0.03105 Eh/bohr
Total energy   -112573.7204 eV
Orbital gap   0.2266 Eh